# 1
ORCA calculation (the ωB97M-V functional and the def2-TZVPD basis) on a molecular structure, CH3N4O6S2.

```
16
Properties=species:S:1:pos:R:3:forces:R:3
C -0.1106 0.2187 -0.2737 1.93 0.46 -0.87
N -2.3762 0.7835 -0.3096 0.56 -0.40 -0.36
N -1.1902 0.6267 0.1465 -3.05 0.27 1.32
N 2.5166 0.0161 -0.7055 -0.17 2.45 -0.24
N 0.8414 -0.5225 -0.3299 -0.67 -3.28 0.19
O 2.0885 1.4440 1.3590 -0.16 -0.19 0.15
O 2.9767 -2.3294 -0.3541 0.45 0.49 -0.12
O 1.6164 2.3281 -0.8520 0.71 -0.13 -0.19
O 3.9104 2.0322 -0.1686 0.29 0.22 -0.23
O 4.7741 -0.9195 -1.2213 -0.08 -0.19 -0.24
O 4.1302 -0.7118 1.1082 -0.13 -0.11 0.38
S 2.6289 1.4568 0.0390 -0.26 1.57 0.02
S 3.7359 -0.9290 -0.2443 0.95 -1.53 -0.05
H 0.7170 1.9859 -0.7325 -0.13 -0.01 0.15
H -3.0070 0.8815 0.4978 0.56 0.48 -0.05
H 2.0381 -2.0798 -0.3258 -0.81 -0.10 0.13
```
Positions in Å, forces in eV/Å.

## Properties
- Highest occupied orbital energy (spin up / spin down): -5.02 / -5.02 eV
- Charge: -1

***

# 2
ORCA calculation (the ωB97M-V functional and the def2-TZVPD basis) on a molecular structure, C24H43FMoP2.

```
71
Properties=species:S:1:pos:R:3:forces:R:3
Mo -0.0273 -0.9170 -0.0219 -0.80 0.62 4.66
C -0.7414 -2.1574 1.8154 0.71 -0.25 0.88
C 0.6599 -2.3691 1.5052 -0.34 0.44 0.27
C 0.4667 -0.4642 2.8541 0.86 -0.37 -1.11
C -0.8325 -0.9578 2.6092 -0.23 -0.82 -0.49
C 1.3778 -1.2221 2.0362 -0.49 -0.45 1.22
C -1.8031 -3.2143 1.8785 -0.57 0.18 -0.03
H -1.6002 -4.0276 1.1891 -0.07 -0.07 -0.08
H -2.7821 -2.7692 1.6388 0.22 -0.34 -0.03
H -1.9127 -3.6645 2.8880 0.34 0.42 -0.46
C -2.0670 -0.4832 3.2963 -0.62 0.44 -0.42
H -2.9725 -0.8917 2.8193 0.35 0.12 0.22
H -2.1289 0.6126 3.2481 -0.03 -0.32 0.20
H -2.1167 -0.7631 4.3600 0.30 -0.07 -0.30
C 0.7835 0.5332 3.9159 0.05 0.33 -0.18
H 0.4250 0.1769 4.8955 0.00 -0.06 -0.37
H 0.2735 1.4891 3.7275 0.14 -0.23 0.09
H 1.8595 0.7007 4.0126 -0.24 0.01 -0.06
C 2.8687 -1.1870 2.1282 0.36 0.41 -0.41
H 3.2445 -1.8408 2.9309 -0.28 0.11 -0.18
H 3.2455 -0.1722 2.3328 -0.12 -0.42 -0.09
H 3.3117 -1.5442 1.1856 0.02 0.17 0.35
C 1.3233 -3.6419 1.0948 0.38 -0.67 -0.32
H 1.7993 -4.2267 1.9108 -0.44 0.60 -0.13
H 2.1373 -3.4206 0.3915 -0.18 -0.19 0.03
H 0.6153 -4.3259 0.6046 0.28 0.25 0.16
C -1.8078 0.7900 -2.9665 -1.19 0.49 -1.18
C -1.9062 -0.5239 -2.7649 -1.28 0.84 -0.65
C -1.1789 -1.4995 -3.6081 0.83 -1.11 -0.26
C 0.3870 -1.2876 -3.5775 -0.88 -0.46 -0.20
C 0.8263 -0.5181 -2.3564 2.09 0.30 -0.43
C 0.8601 0.8330 -2.3645 2.04 0.28 0.09
C 0.4668 1.7177 -3.5008 -0.82 0.52 -0.31
C -0.9396 1.3863 -4.0500 -0.19 0.12 -0.47
H -1.5275 -1.4620 -4.6465 0.04 0.14 0.15
H 0.6806 -0.7740 -4.5033 0.08 0.10 0.47
H -1.3932 -2.5257 -3.2637 -0.02 0.42 -0.26
H -0.8686 0.7069 -4.9216 -0.08 0.28 0.51
H -2.5596 1.5006 -2.5915 0.53 -0.54 0.28
H -2.6981 -0.9186 -2.1393 -0.04 0.15 0.15
H -1.4134 2.3149 -4.4315 0.31 -0.56 0.24
H 0.4582 2.7800 -3.1960 0.24 -0.49 0.07
H 1.4869 1.3893 -1.6400 -0.76 -0.83 -0.23
H 1.2043 1.6593 -4.3186 -0.02 -0.16 0.36
H 0.8805 -2.2626 -3.6283 -0.06 0.13 0.17
H 1.5722 -1.0750 -1.6842 -0.73 0.72 -0.36
P -1.5164 1.5442 0.4811 -0.44 -0.05 0.56
P 1.5355 1.9375 0.8106 0.18 -0.68 -0.36
C -0.8175 2.8889 -0.5058 0.26 0.67 -0.30
C 0.6653 3.2286 -0.1926 0.25 0.47 0.38
H -1.4206 3.7919 -0.3544 -0.08 -0.19 -0.18
H -0.8751 2.6025 -1.5629 -0.32 0.03 0.35
H 1.2254 3.4467 -1.1249 -0.35 0.04 0.54
H 0.7217 4.1255 0.4596 -0.14 -0.33 -0.61
C 2.1639 2.9140 2.2015 0.09 0.27 -0.01
H 2.8498 2.3091 2.7973 -0.03 0.16 -0.03
H 1.3348 3.2399 2.8298 0.12 0.12 0.00
H 2.6939 3.7827 1.7915 -0.02 -0.09 0.27
C 3.1278 1.5371 -0.0238 0.11 0.07 -0.27
H 3.5190 2.3932 -0.5963 0.04 -0.31 0.21
H 3.0196 0.6667 -0.6881 0.18 0.32 0.17
H 3.8429 1.2476 0.7551 -0.07 0.22 -0.22
C -3.2620 1.2670 0.0687 -0.40 0.11 0.00
H -3.6074 0.4098 0.6652 0.13 0.25 -0.04
H -3.3792 0.9776 -0.9836 0.11 0.12 0.39
H -3.9238 2.1158 0.2822 0.27 -0.07 -0.05
C -0.9732 -2.5398 -0.8161 0.69 1.00 -0.18
H -0.3629 -3.4357 -1.0465 -0.83 0.38 0.09
H -0.7175 -1.7110 -1.5480 -0.70 -1.14 -0.84
H -2.0708 -2.5937 -0.7060 0.68 -0.44 -0.14
F -1.7101 2.3707 1.9126 0.57 -1.08 -1.30
```
Positions in Å, forces in eV/Å.

## Properties
- Spin multiplicity: 3
- ⟨S²⟩: 2.099
- Highest occupied orbital energy (spin up / spin down): -13.59 / -13.86 eV
- Charge: +2
- Energy relative to the best compared isomer or geometry (same formula, charge and spin): 81.28 kcal per mole

***

Strongest force on any atom readings, ordered: 0.065; 0.093 Eh/bohr